Entry 1:
The following is a quantum chemistry calculation of a single C6H11N molecule at a distorted geometry, from OMol25.

The energy relative to the best compared isomer or geometry (same formula, charge and spin) is 173.2 kcal/mol. The structure (SMILES) is NC1C[C@H]2C[C@@H]2C1. For the total energy, the calculation gives -289.695660 a.u. Its total charge is 0. The lowest unoccupied orbital energy comes out at 1.0721 eV. As for the HOMO energy: -0.30109 Ha. Its gap between HOMO and LUMO is 9.3 eV.

Last column: Löwdin charge in e.
Positions of all 18 atoms, in Å:
N  1.72  0.46  -0.88  -0.113
C  1.18  -0.38  0.15  -0.431
C  0.49  0.88  0.90  -0.081
C  -1.05  0.30  0.90  -0.292
C  -2.31  0.43  0.23  -0.093
C  -1.25  -0.44  -0.46  -0.210
C  0.08  -1.30  -0.51  -0.168
H  2.42  -0.16  -1.62  0.169
H  2.40  1.13  -0.41  0.092
H  2.00  -1.03  0.73  0.156
H  0.63  1.65  -0.06  0.148
H  0.53  1.21  2.07  0.135
H  -1.18  -0.67  1.34  0.114
H  -2.90  -0.03  1.01  0.094
H  -2.57  1.39  -0.23  0.119
H  -0.78  0.19  -1.42  0.146
H  0.41  -1.32  -1.65  0.126
H  0.18  -2.31  -0.10  0.091

Entry 2:
The following is a quantum chemistry calculation of a molecular structure, C38H47BrMoN3O2P2Te at a distorted geometry, from OMol25.

For the total energy, the calculation gives -5383.781099 a.u. Its total charge is +1. The lowest unoccupied orbital energy (alpha / beta) comes out at -3.6501 / -3.4046 eV. As for the HOMO energy (alpha / beta): -0.35854 / -0.36191 Ha. Its gap between HOMO and LUMO (alpha / beta) is 6.1 / 6.4 eV.

Last column: Löwdin charge in e.
Positions of all 95 atoms, in Å:
Mo  0.24  1.20  -0.36  0.802
C  -2.09  2.56  3.96  -0.095
C  -1.24  2.75  2.70  -0.542
C  -1.54  4.12  2.10  -0.141
P  -1.39  1.43  1.41  0.957
C  -1.71  -0.20  2.21  -0.523
C  -0.64  -0.51  3.25  -0.114
C  -3.12  -0.51  2.72  -0.090
C  -2.87  1.85  0.46  -0.306
C  -4.14  2.07  0.98  -0.089
C  -5.20  2.40  0.15  -0.069
C  -4.99  2.48  -1.22  -0.056
C  -3.73  2.27  -1.76  -0.018
C  -2.66  1.97  -0.92  -0.296
N  -1.35  1.72  -1.40  -0.217
C  -1.18  1.55  -2.80  -0.354
C  -1.28  2.60  -3.70  -0.037
C  -0.98  2.39  -5.04  -0.059
C  -0.57  1.14  -5.47  -0.065
C  -0.47  0.09  -4.57  -0.073
C  -0.79  0.28  -3.23  -0.301
P  -0.62  -0.91  -1.85  1.076
C  0.17  -2.45  -2.46  -0.515
C  -0.64  -3.25  -3.49  -0.091
C  1.61  -2.22  -2.92  -0.091
C  -2.35  -1.38  -1.37  -0.524
C  -3.37  -1.41  -2.50  -0.080
C  -2.35  -2.67  -0.56  -0.111
H  -1.82  3.35  4.67  0.091
H  -1.94  1.61  4.46  0.050
H  -3.15  2.68  3.75  0.071
H  -0.18  2.71  2.97  0.074
H  -2.61  4.22  1.91  0.076
H  -1.02  4.30  1.16  0.006
H  -1.25  4.89  2.81  0.089
H  -1.53  -0.88  1.36  0.061
H  -0.81  0.02  4.19  0.073
H  0.36  -0.24  2.91  0.053
H  -0.64  -1.57  3.47  0.082
H  -3.41  0.13  3.55  0.070
H  -3.15  -1.54  3.08  0.088
H  -3.86  -0.41  1.93  0.068
H  -4.31  1.99  2.04  0.096
H  -6.19  2.56  0.56  0.108
H  -5.81  2.72  -1.88  0.112
H  -3.60  2.33  -2.83  0.105
H  -1.56  3.59  -3.35  0.130
H  -1.06  3.21  -5.75  0.113
H  -0.33  0.98  -6.51  0.111
H  -0.14  -0.88  -4.93  0.091
H  0.23  -3.06  -1.55  0.107
H  -0.93  -2.66  -4.35  0.066
H  -1.55  -3.66  -3.05  0.054
H  -0.04  -4.09  -3.84  0.087
H  1.68  -1.48  -3.72  0.071
H  2.02  -3.16  -3.30  0.089
H  2.24  -1.89  -2.10  0.062
H  -2.65  -0.56  -0.70  0.072
H  -3.19  -2.22  -3.21  0.070
H  -3.38  -0.47  -3.06  0.069
H  -4.37  -1.55  -2.09  0.090
H  -2.22  -3.55  -1.19  0.067
H  -3.31  -2.78  -0.05  0.089
H  -1.57  -2.69  0.20  0.067
C  2.19  1.80  -3.10  -0.048
O  2.01  0.88  -2.01  -0.285
C  3.18  0.41  -1.45  -0.267
C  4.41  0.48  -2.07  -0.038
C  5.53  -0.03  -1.42  -0.670
Br  7.20  0.06  -2.28  0.796
C  5.43  -0.60  -0.17  -0.061
C  4.18  -0.67  0.46  -0.052
C  3.05  -0.17  -0.18  -0.233
O  1.82  -0.22  0.39  -0.191
C  4.03  -1.23  1.81  -0.226
N  2.87  -1.29  2.43  0.155
C  3.14  -1.85  3.67  -0.189
C  2.29  -2.14  4.74  -0.004
C  2.85  -2.71  5.86  -0.074
C  4.22  -3.00  5.93  -0.075
C  5.08  -2.72  4.88  -0.008
C  4.50  -2.14  3.76  -0.175
N  5.05  -1.73  2.55  0.189
H  2.89  2.58  -2.81  0.103
H  1.21  2.23  -3.30  0.071
H  2.54  1.26  -3.98  0.107
H  4.51  0.92  -3.05  0.109
H  6.32  -0.98  0.31  0.104
H  1.94  -0.60  1.33  0.074
H  1.24  -1.92  4.69  0.089
H  2.22  -2.95  6.70  0.106
H  4.62  -3.44  6.83  0.108
H  6.13  -2.93  4.94  0.114
H  6.02  -1.79  2.29  0.162
Te  1.61  3.16  0.39  0.452

Entry 3:
The following is a quantum chemistry calculation of a gas-phase ion, C8H14NOS2 (charge +1) at a distorted geometry, from OMol25.

The energy relative to the best compared isomer or geometry (same formula, charge and spin) is 22.0 kcal/mol. For the total energy, the calculation gives -1239.260780 a.u. Its total charge is +1. The lowest unoccupied orbital energy comes out at -5.0108 eV. As for the HOMO energy: -0.47707 Ha. Its gap between HOMO and LUMO is 8.0 eV.

Last column: Löwdin charge in e.
Positions of all 26 atoms, in Å:
C  -0.77  2.63  -1.04  0.115
C  0.79  0.74  -0.72  -0.431
C  -0.47  1.56  -0.30  -0.283
C  -0.20  -2.96  -1.93  -0.408
C  1.24  -3.08  -1.40  -0.402
C  0.51  -0.61  -1.22  -0.706
C  -0.26  1.53  2.91  -0.093
C  -1.28  0.95  0.74  -0.181
N  -0.34  0.53  1.80  -0.142
O  1.70  0.62  0.33  -0.129
S  -0.59  -1.18  -2.30  1.115
S  1.61  -1.63  -0.23  1.117
H  -1.60  3.32  -0.75  0.098
H  -0.04  2.96  -1.82  0.095
H  1.28  1.25  -1.62  0.191
H  -0.18  -3.40  -2.92  0.082
H  -1.00  -3.47  -1.40  0.096
H  1.31  -4.01  -0.81  0.101
H  1.97  -3.04  -2.12  0.054
H  0.08  2.48  2.57  0.073
H  -1.12  1.61  3.61  0.097
H  0.59  1.29  3.62  0.105
H  -1.95  1.73  1.21  0.145
H  -1.94  0.04  0.45  0.160
H  1.13  0.52  1.07  -0.012
H  -0.49  -0.38  2.28  0.142

> What is the formula in the first record?

C6H11N